[1]
Formula: C30H44BrN6O2
Source: the Open Molecules 2025 dataset
Level of theory: wB97M-V/def2-TZVPD

Its charge is +5. The calculation puts the energy above the lowest of the compared OMol25 structures with the same formula, charge and spin at 1569.6 kJ/mol. Its max |F| is 8.97 eV Å⁻¹. The multiplicity is 1.

Last column: Mulliken charge in e.
Element x y z (Å)
Br  -0.0886  0.2066  1.1866  -0.68
C  2.4512  0.6618  3.7460  -0.91
C  1.7715  1.9236  3.2484  0.73
O  1.3788  2.8561  4.0507  -0.44
N  1.6011  2.0385  1.7378  0.07
H  2.3509  1.5393  1.2811  0.52
H  0.7348  1.6202  1.4300  -0.27
C  1.5328  3.4797  1.0762  -1.41
H  2.6196  0.6584  4.8229  0.35
H  3.4248  0.4339  3.3120  0.40
H  1.7425  -0.1597  3.6414  0.01
H  2.3550  4.1775  1.2344  0.48
H  0.5934  3.9923  1.2831  0.49
H  1.3853  3.0791  0.0733  0.85
C  -0.7971  -1.9641  3.9979  -0.92
C  -1.8271  -1.6579  2.8926  0.64
O  -2.1827  -2.4994  2.0865  -0.59
N  -2.1943  -0.1610  2.6551  0.22
H  -2.0451  0.4526  3.4434  0.55
H  -1.4909  0.2396  2.0511  -0.35
C  -3.7482  0.0201  2.4346  -0.75
H  -0.3376  -0.9859  4.1396  0.24
H  -0.1772  -2.6746  3.4512  0.35
H  -1.2076  -2.2518  4.9658  0.38
H  -3.8078  0.9129  1.8121  0.31
H  -4.3692  0.1383  3.3225  0.40
H  -4.1963  -0.8380  1.9336  0.31
C  6.3851  -0.9357  -2.9897  -0.90
N  5.1589  -1.4078  -2.2920  0.08
C  4.0853  -0.5886  -2.1906  -0.35
C  2.9350  -1.0404  -1.4618  -0.55
C  2.7730  -2.3657  -1.1759  0.77
C  3.8791  -3.2042  -1.3401  -0.65
C  5.0998  -2.7188  -1.8603  -0.52
C  1.4634  -2.8512  -0.5965  0.62
C  1.0165  -4.1962  -0.8496  -0.67
C  -0.2850  -4.6367  -0.3631  -0.80
N  -1.0801  -3.7831  0.3071  0.40
C  -0.7331  -2.5060  0.5920  -2.28
C  0.5243  -2.0534  0.0792  0.42
C  -2.3321  -4.3205  0.9950  -0.76
H  6.7750  -1.6631  -3.7017  0.38
H  7.0445  -0.6197  -2.1814  0.36
H  6.1127  -0.0750  -3.6006  0.36
H  4.2044  0.4374  -2.5061  0.44
H  2.0180  -0.5062  -1.2616  0.47
H  3.8924  -4.1952  -0.9110  0.51
H  5.9266  -3.3347  -2.1817  0.45
H  1.6243  -4.8229  -1.4855  0.64
H  -0.6826  -5.6312  -0.5027  0.49
H  -1.4367  -1.9021  1.1457  2.03
H  0.5542  -0.9908  0.2699  -0.08
H  -2.6011  -5.3327  0.6929  0.53
H  -3.1583  -3.6373  0.7978  0.29
H  -2.1691  -4.2434  2.0700  0.25
C  -2.0897  -2.6795  -3.0959  -0.74
N  -1.9930  -1.2382  -2.7450  0.14
C  -2.3134  -0.2925  -3.7030  -0.64
C  -2.3219  1.0714  -3.3057  -0.73
C  -1.9415  1.4273  -1.9482  -0.16
C  -1.4964  0.3838  -1.1189  1.00
C  -1.6144  -0.9445  -1.5046  0.96
C  -1.8717  2.8538  -1.5375  0.14
C  -2.8903  3.7947  -1.7408  -0.81
C  -2.7511  5.0688  -1.1779  -0.43
N  -1.7090  5.4228  -0.4708  0.02
C  -0.6795  4.5578  -0.2819  -0.76
C  -0.8060  3.2132  -0.7077  0.90
C  -1.6907  6.6657  0.2062  -0.86
H  -1.7639  -2.8674  -4.1190  0.37
H  -3.0947  -3.0067  -2.8294  0.35
H  -1.4922  -3.3193  -2.4464  0.21
H  -2.5510  -0.5763  -4.7176  0.48
H  -2.6036  1.8208  -4.0306  0.61
H  -1.2404  0.6114  -0.0947  -0.25
H  -1.3769  -1.7677  -0.8471  -0.13
H  -3.7392  3.5824  -2.3737  0.59
H  -3.5033  5.8314  -1.3161  0.50
H  0.1808  4.8470  0.3033  0.63
H  -0.0432  2.4775  -0.4997  -0.36
H  -2.4271  6.6436  1.0096  0.43
H  -1.9389  7.5526  -0.3768  0.37
H  -0.7045  6.7529  0.6622  0.28



[2]
Formula: C17H19N7O2SV
Source: the Open Molecules 2025 dataset
Level of theory: wB97M-V/def2-TZVPD

The expectation value of S² is 0.77. Its charge is +2. The calculation puts the energy above the lowest of the compared OMol25 structures with the same formula, charge and spin at 12.6 kJ/mol. Its max |F| is 0.19 eV Å⁻¹. The multiplicity is 2.

Last column: Mulliken charge in e.
Element x y z (Å)
V  0.3914  0.6051  0.6080  0.16
O  1.8866  1.2227  1.2321  -0.18
C  3.2018  0.9044  1.4168  0.86
C  4.0783  1.8376  1.9243  -0.80
C  5.4125  1.4722  2.0788  -0.43
C  5.8536  0.2027  1.7304  -0.80
C  4.9598  -0.7233  1.2209  -0.88
C  3.6148  -0.3845  1.0562  0.54
C  2.6884  -1.3509  0.5259  -0.08
N  1.4322  -1.1245  0.3332  0.66
N  0.6932  -2.1843  -0.1848  -1.02
C  -0.5368  -1.8346  -0.3029  0.83
O  -0.8797  -0.5816  0.0847  -0.41
C  -1.5783  -2.7078  -0.8270  0.43
C  -1.2551  -4.0123  -1.2091  -0.35
C  -2.2414  -4.8377  -1.7144  -0.69
C  -3.5445  -4.3713  -1.8423  -0.42
C  -3.8684  -3.0746  -1.4646  -0.74
C  -2.8871  -2.2420  -0.9569  -0.30
H  3.7293  2.8268  2.1859  0.47
H  6.1129  2.1949  2.4750  0.43
H  6.8939  -0.0618  1.8549  0.43
H  5.2941  -1.7150  0.9435  0.44
H  3.0497  -2.3421  0.2660  0.46
H  -0.2381  -4.3644  -1.1084  0.46
H  -1.9971  -5.8481  -2.0116  0.42
H  -4.3110  -5.0231  -2.2393  0.41
H  -4.8839  -2.7179  -1.5671  0.42
H  -3.1332  -1.2306  -0.6625  0.33
C  -3.5541  3.9237  -0.7226  -1.26
C  -2.4099  3.3511  -1.4665  0.87
N  -2.1574  3.4933  -2.7231  -0.66
N  -1.0078  2.7911  -2.9491  0.23
C  -0.5250  2.2101  -1.8622  0.48
S  0.8765  1.2761  -1.6522  -0.36
N  -1.4156  2.5537  -0.8989  0.40
N  -1.2650  2.1400  0.4327  -0.66
H  -4.1757  4.4749  -1.4235  0.35
H  -3.2165  4.6130  0.0533  0.34
H  -4.1615  3.1415  -0.2640  0.34
H  -0.6143  2.7611  -3.8793  0.19
H  -1.1618  2.9665  1.0225  0.37
H  -2.1144  1.6486  0.7117  0.33
N  -0.2078  0.1272  2.6718  -0.46
H  0.0307  0.8264  3.3724  0.31
H  0.3253  -0.7055  2.9215  0.28
H  -1.1836  -0.1265  2.8102  0.27



[3]
Formula: C44H35BaCl2N3O6PSSe
Source: the Open Molecules 2025 dataset
Level of theory: wB97M-V/def2-TZVPD

Its charge is -1. The calculation puts the energy above the lowest of the compared OMol25 structures with the same formula, charge and spin at 404.3 kJ/mol. Its max |F| is 0.87 eV Å⁻¹. The multiplicity is 1.

Last column: Mulliken charge in e.
Element x y z (Å)
Ba  0.4287  0.7128  0.8818  2.07
O  -2.2413  -1.8473  -1.9862  -0.75
C  -1.5788  -1.3951  -1.0518  0.06
O  -0.4358  -0.8413  -1.0932  -0.53
C  -2.2642  -1.4471  0.3361  0.24
C  -3.5319  -1.9887  0.5094  -0.48
C  -4.1416  -1.8622  1.7501  -0.29
C  -3.5014  -1.1841  2.7801  -0.51
C  -2.2247  -0.6956  2.5480  0.40
N  -1.6476  -0.8748  1.3638  -0.08
C  -1.4573  0.1377  3.6030  -0.03
O  -2.0809  0.4855  4.6002  -0.74
O  -0.2441  0.3916  3.3030  -0.67
H  -4.0149  -2.4691  -0.3296  0.50
H  -5.1333  -2.2702  1.9067  0.40
H  -3.9623  -1.0149  3.7430  0.53
O  -1.3192  2.4409  0.2471  -0.79
P  -0.8521  3.8082  -0.1463  1.66
C  -2.0597  4.6279  -1.1984  0.22
C  -1.7153  5.1729  -2.4318  0.01
C  -2.6871  5.7732  -3.2212  -0.72
C  -4.0003  5.8279  -2.7782  -0.42
C  -4.3462  5.2840  -1.5465  -0.68
C  -3.3799  4.6837  -0.7558  -0.49
C  -0.7071  4.8423  1.3246  0.23
C  -0.5789  6.2276  1.2366  -0.22
C  -0.4347  6.9850  2.3872  -0.62
C  -0.4244  6.3618  3.6308  -0.47
C  -0.5615  4.9851  3.7232  -0.63
C  -0.7037  4.2229  2.5708  -0.88
C  0.7871  3.7062  -0.8880  -0.68
C  0.9529  2.9617  -2.0020  0.83
C  2.2518  2.8062  -2.6263  -0.82
C  3.3504  3.3654  -2.0963  -0.64
C  3.3651  4.0267  -0.7887  -0.44
C  1.9314  4.2497  -0.1329  -0.93
H  -0.6915  5.1178  -2.7804  0.36
H  -2.4168  6.1871  -4.1840  0.41
H  -4.7621  6.2880  -3.3949  0.38
H  -5.3723  5.3232  -1.2046  0.41
H  -3.6496  4.2460  0.1981  0.42
H  -0.5949  6.7169  0.2681  0.43
H  -0.3322  8.0604  2.3168  0.41
H  -0.3121  6.9554  4.5293  0.39
H  -0.5602  4.4890  4.6846  0.50
H  -0.8182  3.1488  2.6629  0.48
H  0.0958  2.5027  -2.4837  -0.18
H  2.2901  2.2940  -3.5793  0.40
H  4.2779  3.3590  -2.6593  0.44
H  4.0965  4.8183  -0.6562  0.49
H  1.7758  5.1780  0.4043  0.53
Cl  -0.0670  0.8605  -5.1807  -0.22
C  -1.1772  0.1871  -3.9564  0.25
Cl  -2.2206  1.4477  -3.2808  -0.13
H  -0.5979  -0.2405  -3.1439  -0.32
H  -1.8008  -0.5561  -4.4324  0.42
C  3.8351  -4.7764  0.6785  -0.98
N  4.0685  -3.3533  0.5599  0.14
C  3.6681  -2.5916  -0.4891  -0.42
Se  2.7808  -3.0951  -2.0100  -0.31
N  4.0764  -1.3311  -0.1854  0.11
C  4.7370  -1.3017  1.0306  -0.77
C  5.3361  -0.1513  1.7404  0.25
C  6.1216  -0.5958  3.0203  -0.21
C  6.0933  -2.0441  3.3975  -1.39
C  5.4078  -2.9684  2.7212  -0.66
C  4.7324  -2.5623  1.4986  1.04
H  3.4506  -5.1261  -0.2761  0.25
H  3.1024  -4.9793  1.4600  0.32
H  4.7696  -5.2861  0.9114  0.34
H  3.9268  -0.5679  -0.8230  0.15
H  5.9244  0.4681  1.0599  0.64
H  7.1488  -0.2280  3.0347  0.45
H  6.6403  -2.3179  4.2933  0.43
H  5.3778  -4.0014  3.0436  0.42
C  4.4843  1.3194  7.1887  -0.94
C  5.9602  1.0433  7.3320  0.69
O  6.4692  0.7581  8.3899  -0.59
S  6.9982  1.1120  5.8829  -0.27
C  5.9267  1.4694  4.5397  -1.43
C  5.8945  2.7029  3.9752  -0.14
C  5.1019  3.0634  2.8512  -0.97
C  4.2481  2.1487  2.2408  -0.94
C  4.3735  0.6967  2.6243  -0.27
C  5.2067  0.3313  3.8919  0.87
C  3.1872  2.5516  1.4549  0.90
C  2.9187  3.3183  0.4317  0.18
H  4.2516  1.9335  6.3227  0.31
H  4.1389  1.7876  8.1087  0.36
H  3.9696  0.3622  7.0796  0.22
H  6.5064  3.4781  4.4280  0.40
H  5.0520  4.1039  2.5567  0.39
H  3.3746  0.2579  2.6668  0.40
H  4.6224  -0.2473  4.6133  0.54



[4]
Formula: C4H5NO2
Source: the Open Molecules 2025 dataset
Level of theory: wB97M-V/def2-TZVPD

Its charge is 0. The calculation puts the energy above the lowest of the compared OMol25 structures with the same formula, charge and spin at 364.7 kJ/mol. Its max |F| is 0.61 eV Å⁻¹. The multiplicity is 1.

Last column: Mulliken charge in e.
Element x y z (Å)
O  -2.1895  -0.7193  -0.8213  -0.44
C  -1.6414  0.3323  -1.0257  -0.05
C  -0.4294  0.8438  -0.2541  0.42
O  -0.2353  2.0270  -0.1689  -0.47
N  0.4302  -0.1193  0.3979  0.12
C  1.0644  0.2187  1.5007  -0.40
C  0.7261  -1.1372  -0.4580  -0.60
H  -2.0289  1.1010  -1.7195  0.35
H  1.7218  -0.5134  1.9470  0.27
H  0.9875  1.2340  1.8582  0.27
H  1.6821  -1.6220  -0.3073  0.29
H  -0.0875  -1.6456  -0.9489  0.23



Number 1: calculated total energy -4220.17537 Ha. Number 2: calculated total energy -2534.72161 Ha. Number 3: calculated total energy -6400.40850 Ha. Number 4: calculated total energy -360.53050 Ha.